The following is a quantum chemistry calculation of a structure of composition C71H94AsBrMoN6O2P2Se, from the Open Molecules 2025 dataset.

Values from the calculation:
- F_max (eV/A) = 1.8
- spin multiplicity = 3
- gap between HOMO and LUMO (spin up / spin down) (eV) = 6.445 / 6.820
- LUMO (spin up / spin down) (eV) = -0.2 / -0.2
- <S²> = 2.02

```
179
Properties=species:S:1:pos:R:3:forces:R:3:mulliken_charge:R:1
Mo 0.558 -0.644 -0.364 0.0 1.7 0.3 -1.1940
C 0.284 2.081 4.406 0.1 0.1 0.0 -1.8091
C -0.150 1.745 2.972 0.0 -0.1 -0.2 0.8112
C -1.203 0.650 3.114 -0.1 0.0 0.0 -1.0035
P 1.170 1.192 1.735 -0.1 0.0 0.4 1.0074
C 2.345 2.650 1.606 0.1 -0.2 0.1 2.3188
C 3.777 2.230 1.282 0.0 0.0 0.0 -2.0241
C 2.361 3.736 2.680 0.0 0.0 0.0 -2.1160
C 1.924 -0.128 2.711 -0.2 0.1 0.0 -0.2747
C 2.872 0.057 3.715 0.0 0.1 0.0 -0.2822
C 3.125 -0.901 4.681 0.1 0.0 0.1 0.7989
C 4.230 -0.734 5.696 -0.1 0.0 -0.1 -1.8188
C 2.288 -2.015 4.687 0.0 0.0 0.0 -1.0224
C 1.343 -2.225 3.699 0.0 0.0 -0.1 -0.3477
C 1.207 -1.337 2.615 -0.2 -0.2 -0.2 -0.4117
N 0.344 -1.569 1.520 -0.1 -0.6 0.1 1.5507
C -0.100 -2.939 1.332 -0.1 0.0 0.1 -0.9855
C 0.838 -3.982 1.431 -0.2 0.2 0.0 0.0710
C 0.523 -5.295 1.143 0.1 -0.1 0.0 -1.2020
C -0.764 -5.641 0.755 0.0 -0.2 0.0 -0.2319
C -1.123 -7.057 0.372 0.0 0.1 0.0 -1.6889
C -1.709 -4.631 0.699 -0.1 0.1 0.1 -0.0899
C -1.430 -3.283 0.961 0.4 0.2 -0.1 -0.2715
P -2.708 -1.942 0.847 -0.2 -0.1 0.2 0.7879
C -3.777 -2.395 2.330 0.0 -0.2 0.0 0.4963
C -4.555 -3.709 2.202 0.0 0.0 0.1 -1.5418
C -2.986 -2.394 3.643 0.0 -0.1 -0.1 -0.8912
C -3.968 -2.322 -0.515 0.3 0.0 -0.3 1.0350
C -4.052 -3.704 -1.169 -0.1 0.0 0.0 -1.9900
C -3.842 -1.270 -1.624 -0.1 0.0 0.0 -0.2806
H -0.627 2.219 5.001 0.1 0.0 -0.1 0.4652
H 0.836 1.251 4.850 0.0 0.0 0.0 0.2558
H 0.877 2.983 4.511 0.0 0.0 0.0 0.5150
H -0.611 2.620 2.502 0.0 0.0 0.0 0.8298
H -0.811 -0.132 3.765 0.0 -0.1 0.0 0.5069
H -2.102 1.065 3.578 0.1 0.0 0.0 0.6249
H -1.492 0.203 2.172 -0.1 0.0 -0.1 -1.0179
H 1.959 3.138 0.724 0.0 0.1 -0.1 -0.5008
H 3.804 1.380 0.613 0.0 -0.1 -0.1 0.0460
H 4.307 3.049 0.789 0.0 0.0 0.0 0.5433
H 4.332 1.964 2.185 0.0 0.0 -0.1 0.4216
H 2.821 3.405 3.613 -0.1 0.0 0.0 0.3129
H 2.967 4.558 2.288 0.0 0.0 0.0 0.5000
H 1.368 4.138 2.886 0.1 0.0 0.0 0.4525
H 3.413 0.997 3.760 -0.1 0.0 0.0 0.0182
H 4.545 0.309 5.769 0.0 0.0 0.0 0.3724
H 3.914 -1.065 6.687 0.0 0.0 0.0 0.4033
H 5.106 -1.325 5.416 0.0 0.0 0.0 0.3039
H 2.377 -2.738 5.493 0.0 0.0 -0.1 0.4029
H 0.704 -3.095 3.758 0.0 0.0 0.0 0.5046
H 1.853 -3.734 1.696 0.1 0.0 0.0 0.5071
H 1.297 -6.057 1.195 -0.1 0.1 0.0 0.3546
H -0.356 -7.759 0.700 0.0 0.0 0.0 0.4360
H -2.077 -7.360 0.810 0.1 0.0 0.0 0.3697
H -1.217 -7.147 -0.715 0.0 0.0 0.0 0.2366
H -2.718 -4.919 0.449 0.1 0.0 -0.1 0.6407
H -4.491 -1.565 2.354 -0.1 0.0 0.0 0.4254
H -3.875 -4.559 2.078 -0.1 0.1 0.1 0.2082
H -5.127 -3.881 3.119 0.0 0.0 0.0 0.5527
H -5.265 -3.703 1.374 0.1 0.0 0.1 0.3238
H -2.037 -2.930 3.542 -0.1 0.0 0.0 -0.0295
H -2.773 -1.387 3.985 0.1 0.2 0.0 0.0082
H -3.564 -2.895 4.423 0.0 0.0 0.0 0.5794
H -4.909 -2.124 0.003 -0.1 0.0 0.1 0.7037
H -3.087 -4.010 -1.577 -0.1 0.0 0.1 0.2450
H -4.410 -4.481 -0.492 0.0 0.0 -0.1 0.3668
H -4.757 -3.654 -2.005 0.0 0.0 0.1 0.5232
H -2.902 -1.377 -2.169 -0.1 0.0 0.1 -0.5738
H -4.670 -1.382 -2.334 0.1 0.0 0.0 0.7166
H -3.867 -0.256 -1.223 0.0 -0.1 0.0 -0.6069
O 1.815 -2.298 -0.515 0.8 0.2 0.8 0.4472
N 1.507 -3.269 -1.255 0.7 -0.8 0.0 -1.6960
N 0.426 -3.092 -1.833 -1.0 -0.6 -0.9 1.8991
O -0.279 -1.999 -1.609 -0.2 0.2 -0.3 1.0809
C -0.067 -4.037 -2.797 0.0 -0.1 0.1 0.1031
C 0.661 -5.185 -3.083 0.2 0.0 0.2 -0.2777
C 0.148 -6.088 -3.997 0.0 0.0 0.0 -0.8791
C -1.072 -5.848 -4.621 0.0 0.0 0.0 -0.7462
C -1.774 -4.688 -4.332 0.0 0.0 0.0 -0.6682
C -1.272 -3.772 -3.416 -0.1 0.2 -0.1 -0.6647
H 1.615 -5.356 -2.598 -0.1 0.0 -0.1 0.4905
H 0.705 -6.988 -4.226 0.0 0.0 0.0 0.5032
H -1.471 -6.562 -5.331 0.0 0.0 0.0 0.4517
H -2.720 -4.484 -4.818 0.0 0.0 0.0 0.4655
H -1.805 -2.859 -3.182 0.1 -0.1 -0.1 0.4689
Br -1.101 0.735 -1.769 0.2 0.1 0.5 -1.1216
C -5.039 5.236 -3.514 0.0 -0.1 0.0 -1.0736
C -5.148 3.935 -2.718 0.1 0.1 -0.1 -0.4766
C -3.805 3.387 -2.245 -0.1 0.0 0.0 0.4960
C -3.142 4.191 -1.129 -0.1 -0.1 0.0 -0.9186
N -3.992 4.375 0.053 0.1 0.1 -0.1 0.6087
C -4.234 3.399 0.977 -0.3 0.5 0.0 0.0953
Se -3.650 1.672 0.910 -0.1 0.1 0.2 -0.5670
N -5.003 3.976 1.953 0.0 0.0 0.0 0.4906
C -5.463 3.278 3.145 -0.1 0.0 -0.2 -1.2415
C -6.774 2.529 2.919 0.0 0.0 0.0 -0.2710
C -7.007 1.457 3.977 0.0 0.1 0.1 -0.1337
C -7.013 1.998 5.409 0.0 0.0 -0.1 -1.2345
C -5.273 5.303 1.633 0.0 -0.3 0.2 0.9062
C -6.028 6.272 2.275 0.0 0.1 0.1 -0.6370
C -6.097 7.527 1.680 0.0 -0.1 0.1 -0.7506
C -5.425 7.795 0.487 0.0 0.0 0.0 -0.8514
C -4.673 6.817 -0.155 0.0 0.1 0.0 -0.6635
C -4.617 5.564 0.434 0.2 -0.2 -0.2 0.6878
H -6.012 5.537 -3.908 0.1 0.0 0.0 0.3705
H -4.355 5.116 -4.360 0.0 0.0 0.1 0.3375
H -4.670 6.060 -2.898 0.0 -0.1 -0.1 0.1237
H -5.617 3.174 -3.346 0.0 0.0 0.0 0.4622
H -5.810 4.080 -1.859 0.0 0.0 0.0 0.1929
H -3.097 3.347 -3.081 0.0 0.0 0.1 0.5841
H -3.923 2.362 -1.892 0.0 0.0 0.0 -0.6410
H -2.857 5.184 -1.473 0.0 0.1 0.0 0.5913
H -2.242 3.661 -0.810 0.0 0.0 0.0 -0.3086
H -5.551 4.015 3.944 0.0 0.0 0.0 0.3557
H -4.684 2.566 3.412 0.1 0.0 0.0 -0.0527
H -6.718 2.056 1.936 0.0 0.0 0.0 0.3504
H -7.613 3.236 2.900 0.1 0.0 0.0 0.3164
H -6.226 0.695 3.876 -0.1 0.0 0.0 -0.0342
H -7.960 0.965 3.773 0.0 0.0 0.0 0.3997
H -6.028 2.372 5.701 -0.1 0.0 0.0 0.2772
H -7.287 1.215 6.119 0.0 0.1 0.0 0.4033
H -7.733 2.815 5.518 0.1 -0.1 0.0 0.2887
H -6.548 6.060 3.203 0.0 0.0 -0.1 0.3667
H -6.684 8.308 2.151 0.1 -0.1 0.0 0.3978
H -5.496 8.784 0.046 0.0 -0.1 0.0 0.4014
H -4.156 7.036 -1.080 0.0 0.0 0.1 0.3516
C 9.162 2.544 -1.052 -0.1 -0.1 0.0 -1.6760
C 7.928 1.685 -1.164 0.0 0.0 0.1 0.6703
C 7.326 1.428 -2.383 0.0 0.0 -0.1 -1.0430
C 6.150 0.681 -2.487 0.0 0.0 -0.1 0.5645
C 5.691 0.361 -3.895 0.1 0.1 0.1 -1.9079
C 5.525 0.204 -1.322 -0.3 0.3 -0.1 1.9041
As 3.754 -0.733 -1.126 0.2 -0.1 0.1 1.6002
N 2.154 0.392 -1.149 0.4 0.0 -0.4 1.0809
C 2.192 1.739 -1.619 -0.1 -0.1 0.1 0.4117
C 1.251 2.722 -1.268 0.1 0.0 -0.1 -1.1063
C 1.296 4.004 -1.796 0.0 0.0 0.1 -0.7586
C 2.290 4.386 -2.686 0.0 0.0 0.0 -1.1200
C 3.249 3.444 -3.025 0.0 0.0 0.0 -0.9808
C 3.194 2.162 -2.500 -0.1 0.0 0.0 0.6642
C 3.673 -1.836 -2.769 0.0 -0.1 -0.1 0.8548
C 2.790 -1.759 -3.858 0.0 -0.1 0.0 0.8497
C 1.787 -0.654 -4.104 0.1 -0.2 -0.2 -1.3734
C 2.805 -2.776 -4.820 0.0 0.0 0.0 -0.8815
C 3.657 -3.863 -4.750 0.0 0.0 -0.1 0.7499
C 3.682 -4.918 -5.828 0.0 0.0 0.1 -1.8654
C 4.512 -3.939 -3.655 0.0 -0.1 0.0 -1.2933
C 4.526 -2.964 -2.669 0.0 0.0 0.1 0.8676
C 5.453 -3.172 -1.488 -0.2 0.1 -0.1 -1.6421
C 6.205 0.342 -0.088 0.0 0.0 0.0 0.2187
C 5.799 -0.378 1.186 0.1 0.1 0.0 -1.2948
C 7.374 1.092 -0.033 0.1 0.0 0.0 -0.9644
H 9.471 2.928 -2.025 0.0 0.0 0.0 0.3637
H 9.994 1.975 -0.629 0.0 0.0 0.0 0.3423
H 8.978 3.394 -0.391 0.0 0.0 0.0 0.3380
H 7.777 1.814 -3.295 0.0 0.0 0.1 0.3401
H 5.921 1.188 -4.571 0.0 0.0 0.0 0.4155
H 4.638 0.128 -3.975 -0.1 0.0 0.0 0.0821
H 6.235 -0.519 -4.252 0.0 0.0 0.0 0.4617
H 0.483 2.499 -0.554 -0.2 -0.1 0.0 0.6665
H 0.532 4.717 -1.495 0.1 -0.1 0.0 0.4681
H 2.315 5.387 -3.101 0.0 -0.1 0.0 0.3746
H 4.052 3.698 -3.710 0.0 0.0 0.0 0.4891
H 3.943 1.456 -2.789 0.1 0.0 -0.1 -0.0935
H 1.991 0.250 -3.558 0.0 0.2 0.1 -0.2500
H 0.779 -0.979 -3.839 0.0 0.0 0.1 -0.1007
H 1.772 -0.405 -5.169 0.0 0.0 0.0 0.7177
H 2.117 -2.694 -5.660 0.1 0.0 0.1 0.3111
H 2.840 -4.802 -6.512 0.0 0.0 0.0 0.3760
H 3.643 -5.923 -5.399 0.0 0.1 0.0 0.3748
H 4.603 -4.848 -6.413 0.0 0.0 0.0 0.3797
H 5.180 -4.793 -3.560 0.0 0.1 0.0 0.3502
H 6.035 -4.083 -1.616 0.0 0.0 0.0 0.5229
H 4.882 -3.257 -0.559 0.0 0.0 0.0 0.1268
H 6.147 -2.339 -1.369 0.1 0.0 0.0 0.1575
H 4.738 -0.326 1.412 0.0 0.0 0.0 -0.0099
H 6.351 0.030 2.037 0.0 0.0 -0.1 0.3516
H 6.054 -1.439 1.103 0.0 0.0 0.0 0.3207
H 7.873 1.219 0.925 -0.1 0.0 -0.1 0.3901
```
Forces are in eV/Å.